# 1
13
Properties=species:S:1:pos:R:3:forces:R:3:mulliken_charge:R:1 method="wB97M-V/def2-TZVPD" homo_lumo_gap_ev=8.428 fmax_ev_per_a=6.72 energy_ev=-29980.77240 total_charge=0 relative_energy_kcal_mol=65.0 lumo_energy_ev=-0.87
C -1.37097 -1.01558 1.20014 -5.316 -3.521 -2.126 -0.77
C 0.84511 1.56330 -1.13301 1.071 -2.265 1.490 -0.76
O -1.24257 -0.33661 -1.49771 -0.635 -0.067 0.080 -0.56
O 2.38367 -0.84590 -0.45769 -1.369 0.418 0.852 -0.58
O 1.20700 0.07817 1.57305 0.101 0.050 -0.134 -0.58
S -0.74298 -1.32096 -0.52678 0.847 0.283 1.452 0.45
S 1.22007 -0.19659 0.15630 1.373 1.536 -2.782 0.87
H -1.75429 -2.00699 1.67774 1.082 1.287 -1.098 0.30
H -2.33381 -0.45437 1.17669 1.018 0.194 -0.259 0.30
H -0.64475 -0.63971 1.75923 2.777 1.861 2.481 0.36
H 1.42224 1.26852 -1.98669 0.004 -0.369 -0.411 0.31
H -0.19412 1.41517 -1.19654 -1.079 0.398 -0.455 0.33
H 1.20540 2.49156 -0.74475 0.124 0.195 0.909 0.32

# 2
14
Properties=species:S:1:pos:R:3:forces:R:3:mulliken_charge:R:1 method="wB97M-V/def2-TZVPD" homo_lumo_gap_ev="8.906 / 8.905" fmax_ev_per_a=5.84 energy_ev=-30485.16225 total_charge=-1 smiles="C[P@@](=O)([O-])S(C)(=O)=O" relative_energy_kcal_mol=67.6 lumo_energy_ev="3.76 / 3.76"
C 1.34390 -1.23460 -1.09371 -2.006 2.634 -0.075 -1.00
C -1.50535 0.30046 1.44460 -0.149 0.763 -0.778 -0.90
O 1.61912 0.24906 1.24873 -0.155 -0.398 0.477 -0.71
O 1.99910 1.46884 -0.97773 -0.334 -0.086 -0.589 -0.68
O -1.17654 2.05865 -0.42291 -0.105 1.781 -0.527 -0.63
O -2.11454 -0.49851 -1.37156 3.773 2.868 3.229 -0.77
P 1.40138 0.36624 -0.20719 0.136 -0.252 0.355 0.89
S -0.89052 0.66240 -0.23722 -4.549 -3.175 -1.814 0.83
H 2.19632 -0.99967 -1.63776 1.599 -0.478 -1.836 0.33
H 1.55036 -1.93697 -0.34954 -0.206 -1.590 0.783 0.28
H 0.37328 -1.22806 -1.69044 1.329 -0.591 0.780 0.40
H -1.67254 -0.74544 1.45609 -0.554 -0.916 0.289 0.27
H -0.76608 0.57853 2.14954 1.196 0.083 0.499 0.34
H -2.35789 0.95906 1.68910 0.026 -0.644 -0.793 0.33

# 3
11
Properties=species:S:1:pos:R:3:forces:R:3:mulliken_charge:R:1 method="wB97M-V/def2-TZVPD" homo_lumo_gap_ev=9.081 fmax_ev_per_a=2.20 energy_ev=-15703.18572 total_charge=+1 relative_energy_kcal_mol=10.6 lumo_energy_ev=-3.78
Rb -17.19031 -22.52450 10.71480 0.282 -0.215 -0.182 0.99
C -16.77189 -26.93141 7.68003 1.298 0.927 0.908 -0.90
S -16.33749 -26.33057 9.36629 -0.641 0.959 0.725 0.52
O -15.89569 -24.84024 9.45040 -1.140 -1.756 -0.670 -0.67
C -18.12075 -26.34599 9.83037 1.621 0.579 1.112 -0.97
H -17.05427 -26.00277 7.18405 -0.137 -0.393 -0.533 0.32
H -17.56339 -27.67037 7.80481 0.125 0.161 -0.192 0.36
H -15.83195 -27.36604 7.33988 -0.351 0.055 -0.587 0.34
H -18.33768 -27.36186 10.16058 -0.505 -0.028 -0.703 0.39
H -18.69068 -25.83472 9.05456 -0.255 -0.518 0.111 0.33
H -18.11165 -25.78124 10.76261 -0.296 0.230 0.011 0.28

# 4
10
Properties=species:S:1:pos:R:3:forces:R:3:mulliken_charge:R:1 method="wB97M-V/def2-TZVPD" homo_lumo_gap_ev=10.458 fmax_ev_per_a=4.68 energy_ev=-15052.58714 total_charge=0 smiles="CC=O.S" relative_energy_kcal_mol=19.5 lumo_energy_ev=0.53
S -2.00074 -1.23433 0.31746 0.155 -0.689 2.744 -0.37
H -2.52497 -0.22378 1.12338 0.486 -1.010 -0.647 0.17
H -1.66873 -2.10850 1.47689 -0.653 1.716 -2.102 0.18
O 1.95918 0.91148 -1.46091 -2.302 1.761 1.620 -0.51
C 1.19417 1.29019 -0.54930 2.604 -2.097 -1.562 0.18
C 1.38368 0.65358 0.77806 4.183 -2.066 -0.340 -0.80
H 0.34863 1.96796 -0.66556 -0.034 0.394 -0.484 0.31
H 1.64963 -0.43734 0.54585 -1.040 1.211 0.297 0.24
H 2.42356 0.86052 1.26248 -1.767 0.532 -0.850 0.27
H 0.64313 0.73604 1.49234 -1.633 0.247 1.325 0.32

# 5
10
Properties=species:S:1:pos:R:3:forces:R:3:mulliken_charge:R:1 method="wB97M-V/def2-TZVPD" homo_lumo_gap_ev=9.585 fmax_ev_per_a=1.54 energy_ev=-15052.69683 total_charge=0 smiles="C=CO.S" relative_energy_kcal_mol=16.9 lumo_energy_ev=0.65
S 2.25172 0.18519 0.25762 0.014 0.256 0.112 -0.31
H 1.81658 0.52533 1.47799 -0.042 -0.211 0.033 0.15
H 2.28817 1.48458 -0.06797 0.087 -0.055 -0.178 0.14
C -2.09755 -1.22776 -0.77477 1.068 0.181 0.247 -0.75
C -1.77606 0.04590 -0.57967 -1.468 -0.306 0.373 0.15
O -1.24052 0.48337 0.60382 0.331 0.086 -0.527 -0.44
H -2.73256 -1.55459 -1.57613 0.200 0.033 -0.360 0.26
H -1.60040 -1.95065 -0.14108 -0.480 -0.243 0.204 0.23
H -2.14489 0.81554 -1.24389 0.065 0.225 -0.056 0.26
H -1.26651 1.44291 0.57734 0.226 0.034 0.153 0.32

# 6
10
Properties=species:S:1:pos:R:3:forces:R:3:mulliken_charge:R:1 method="wB97M-V/def2-TZVPD" homo_lumo_gap_ev=9.294 fmax_ev_per_a=1.98 energy_ev=-15051.90522 total_charge=0 smiles="C=CO.S" relative_energy_kcal_mol=35.2 lumo_energy_ev=0.61
S 0.26426 -2.56189 0.90603 0.276 0.161 0.279 -0.33
H 1.36881 -2.53427 1.68909 -0.334 -0.027 -0.201 0.17
H -0.49897 -2.00806 1.86287 0.061 -0.076 -0.059 0.16
C -0.36204 2.44468 -1.83932 -0.223 -0.485 -0.209 -0.67
C 0.25185 2.03451 -0.73498 -0.375 -0.135 1.938 0.06
O -0.49222 1.32133 0.21348 0.589 -0.675 -1.403 -0.42
H -0.34898 3.44195 -2.23331 1.168 -0.004 -0.741 0.26
H -1.03582 1.72815 -2.30131 -0.860 0.495 0.625 0.21
H 1.25200 2.20009 -0.31123 -0.375 1.017 -0.458 0.27
H 0.09730 0.71562 0.67010 0.071 -0.272 0.228 0.30

# 7
11
Properties=species:S:1:pos:R:3:forces:R:3:mulliken_charge:R:1 method="wB97M-V/def2-TZVPD" homo_lumo_gap_ev=9.459 fmax_ev_per_a=1.29 energy_ev=-25887.83917 total_charge=0 smiles="C=CO.SS" relative_energy_kcal_mol=19.8 lumo_energy_ev=0.36
S -3.74806 -0.24311 -1.54547 -0.068 -0.069 0.296 -0.17
S -3.23703 -2.14866 -2.18763 0.012 0.202 0.166 -0.17
H -4.86954 -0.09065 -2.25882 0.037 -0.026 -0.225 0.17
H -2.04672 -1.76374 -2.66025 0.024 -0.104 -0.234 0.17
C 1.74088 -0.21943 0.77815 -0.710 -0.084 0.194 -0.60
C 2.28866 0.91296 1.16819 1.096 -0.089 -0.667 -0.02
O 1.64609 1.88725 1.88391 -0.342 0.157 -0.006 -0.50
H 2.30490 -1.00344 0.29260 0.019 0.290 -0.289 0.25
H 0.68314 -0.37039 0.94966 0.003 -0.300 0.285 0.25
H 3.28701 1.16431 0.78093 -0.117 0.014 0.646 0.30
H 1.95067 1.87489 2.79872 0.046 0.010 -0.165 0.33

# 8
11
Properties=species:S:1:pos:R:3:forces:R:3:mulliken_charge:R:1 method="wB97M-V/def2-TZVPD" homo_lumo_gap_ev=8.998 fmax_ev_per_a=0.56 energy_ev=-25888.47388 total_charge=0 smiles="CC=O.SS" relative_energy_kcal_mol=5.1 lumo_energy_ev=0.32
S 3.36756 0.72559 0.38388 0.046 -0.349 0.032 -0.17
S 2.18974 -0.62414 1.49674 0.404 0.352 -0.169 -0.18
H 3.00330 0.26321 -0.81986 -0.131 0.071 0.024 0.15
H 1.94234 0.32856 2.40111 -0.326 -0.081 0.068 0.17
O -1.36768 0.05931 1.32702 -0.020 -0.055 0.234 -0.44
C -1.63443 0.37303 0.20098 0.027 0.085 -0.146 0.15
C -1.40216 -0.47827 -1.00510 0.307 -0.372 0.023 -0.84
H -2.05861 1.37228 -0.02209 -0.102 0.030 0.097 0.32
H -0.73943 -1.32379 -0.78418 -0.260 0.196 0.042 0.24
H -2.34925 -0.84075 -1.40946 -0.050 0.017 0.062 0.30
H -0.95137 0.14497 -1.76904 0.104 0.107 -0.268 0.28

# 9
10
Properties=species:S:1:pos:R:3:forces:R:3:mulliken_charge:R:1 method="wB97M-V/def2-TZVPD" homo_lumo_gap_ev=9.762 fmax_ev_per_a=4.28 energy_ev=-69563.86793 total_charge=0 smiles=OCC[SeH] relative_energy_kcal_mol=0.0 lumo_energy_ev=0.57
C -0.93391 0.51136 0.14331 -0.392 -2.707 0.712 -0.35
C -0.00277 -0.86013 0.02137 -1.940 2.767 2.627 -0.68
O -0.26784 1.59009 -0.33840 0.869 1.103 -0.260 -0.41
Se 1.82869 -0.51054 0.56670 0.881 -0.281 -1.973 -0.21
H -1.85062 0.36020 -0.44732 0.380 -0.115 -0.073 0.29
H -1.31213 0.64767 1.18431 0.553 -0.134 -0.298 0.24
H -0.45230 -1.59406 0.69443 0.235 -0.210 -0.482 0.34
H -0.02134 -1.07235 -0.98508 0.061 -1.055 -2.033 0.34
H 0.60942 1.52636 0.07859 0.052 0.437 -0.274 0.31
H 2.40280 -0.59861 -0.91792 -0.701 0.195 2.053 0.12

# 10
10
Properties=species:S:1:pos:R:3:forces:R:3:mulliken_charge:R:1 method="wB97M-V/def2-TZVPD" homo_lumo_gap_ev=8.738 fmax_ev_per_a=3.09 energy_ev=-12093.05807 total_charge=0 relative_energy_kcal_mol=87.5 lumo_energy_ev=0.20
C 0.44757 0.69552 -0.11161 0.190 0.102 -2.836 0.29
C -0.40097 -0.30370 -1.76174 0.151 1.921 2.414 -0.88
O 1.19482 1.61015 -0.33414 -1.192 -1.349 0.473 -0.40
Si 0.16636 -0.06959 1.66582 -0.116 -0.223 0.886 0.38
H 0.51913 -0.43423 -2.30032 0.526 -1.241 0.382 0.29
H -1.01316 0.19777 -2.51667 -0.280 0.695 0.777 0.28
H -1.01331 -1.02881 -1.20515 0.944 -0.348 -0.702 0.28
H -0.97241 -1.03333 1.59139 0.389 0.095 -0.105 -0.10
H 1.36008 -0.68390 2.43712 -0.686 0.381 -1.006 -0.06
H -0.28813 1.05014 2.53531 0.075 -0.033 -0.283 -0.08

Please write out number 8 again, unchanged.
11
Properties=species:S:1:pos:R:3:forces:R:3:mulliken_charge:R:1 method="wB97M-V/def2-TZVPD" homo_lumo_gap_ev=8.998 fmax_ev_per_a=0.56 energy_ev=-25888.47388 total_charge=0 smiles="CC=O.SS" relative_energy_kcal_mol=5.1 lumo_energy_ev=0.32
S 3.36756 0.72559 0.38388 0.046 -0.349 0.032 -0.17
S 2.18974 -0.62414 1.49674 0.404 0.352 -0.169 -0.18
H 3.00330 0.26321 -0.81986 -0.131 0.071 0.024 0.15
H 1.94234 0.32856 2.40111 -0.326 -0.081 0.068 0.17
O -1.36768 0.05931 1.32702 -0.020 -0.055 0.234 -0.44
C -1.63443 0.37303 0.20098 0.027 0.085 -0.146 0.15
C -1.40216 -0.47827 -1.00510 0.307 -0.372 0.023 -0.84
H -2.05861 1.37228 -0.02209 -0.102 0.030 0.097 0.32
H -0.73943 -1.32379 -0.78418 -0.260 0.196 0.042 0.24
H -2.34925 -0.84075 -1.40946 -0.050 0.017 0.062 0.30
H -0.95137 0.14497 -1.76904 0.104 0.107 -0.268 0.28

Please write out number 5 again, unchanged.
10
Properties=species:S:1:pos:R:3:forces:R:3:mulliken_charge:R:1 method="wB97M-V/def2-TZVPD" homo_lumo_gap_ev=9.585 fmax_ev_per_a=1.54 energy_ev=-15052.69683 total_charge=0 smiles="C=CO.S" relative_energy_kcal_mol=16.9 lumo_energy_ev=0.65
S 2.25172 0.18519 0.25762 0.014 0.256 0.112 -0.31
H 1.81658 0.52533 1.47799 -0.042 -0.211 0.033 0.15
H 2.28817 1.48458 -0.06797 0.087 -0.055 -0.178 0.14
C -2.09755 -1.22776 -0.77477 1.068 0.181 0.247 -0.75
C -1.77606 0.04590 -0.57967 -1.468 -0.306 0.373 0.15
O -1.24052 0.48337 0.60382 0.331 0.086 -0.527 -0.44
H -2.73256 -1.55459 -1.57613 0.200 0.033 -0.360 0.26
H -1.60040 -1.95065 -0.14108 -0.480 -0.243 0.204 0.23
H -2.14489 0.81554 -1.24389 0.065 0.225 -0.056 0.26
H -1.26651 1.44291 0.57734 0.226 0.034 0.153 0.32